{"formula": "C19H19Cl3N7O2S2Ti", "method": "ωB97M-V/def2-TZVPD", "gap_ev": [5.138, 5.134], "e_tot_ev": -116894.0297, "multiplicity": 1, "largest_force_ev_per_a": 1.75, "homo_ev": [-2.61, -2.61], "charge": -1, "symbols": ["N", "C", "N", "H", "C", "H", "H", "C", "H", "C", "C", "H", "N", "H", "C", "S", "H", "H", "H", "C", "O", "N", "C", "S", "N", "H", "C", "O", "H", "C", "C", "N", "Cl", "H", "C", "N", "H", "Cl", "H", "Ti", "H", "H", "H", "H", "Cl", "C", "C", "C", "H", "C", "C", "C", "C"], "xyz": [[2.785210, 0.177833, 0.230825], [-2.668688, -4.107094, 1.404292], [-0.720916, 1.835998, 0.815312], [-0.322393, -1.118635, 2.972132], [-2.009365, 1.025671, -2.868796], [-3.359021, -4.752932, 1.924497], [0.912938, 0.308139, 3.834970], [1.555107, 2.101612, 0.331939], [4.067313, -2.614668, 0.692871], [-2.689581, 0.614680, -1.487370], [-0.197310, -2.780985, -1.264969], [-1.375793, 5.648496, 0.919203], [0.046555, 0.770107, 3.578213], [3.562579, 2.615835, 0.889121], [-1.186461, 4.582362, 0.897583], [1.648727, -1.822368, 1.621179], [3.292463, 2.561630, -0.834328], [4.711849, -1.243667, -0.065756], [2.664663, 3.926690, 0.103663], [0.312072, 2.718655, 0.569047], [-1.886722, 0.037660, -0.708985], [0.382596, -1.570664, -1.170721], [-2.248129, -2.861427, 1.763702], [-1.956096, -4.613230, -0.065163], [-0.703646, -0.191740, 2.814502], [0.862299, 4.806472, 0.391567], [1.262902, -1.190262, -2.095775], [-3.846642, 0.937519, -1.312013], [-2.614515, -2.392022, 2.671710], [0.116390, -3.644191, -2.319782], [2.831172, 2.851418, 0.112526], [4.137812, -1.610413, 0.678498], [-1.760243, -0.474559, -3.798424], [-3.242383, 3.987814, 1.368710], [0.058422, 4.115009, 0.604299], [1.535192, 0.758490, 0.375952], [1.677525, -0.199749, -1.972341], [-3.027692, 2.124050, -3.810945], [-1.657096, -0.193010, 3.159875], [-0.328990, -0.282989, 0.549986], [2.355805, -1.646144, -3.875531], [0.322708, 1.488142, 2.912102], [-2.732150, 1.590095, 1.216609], [1.300346, -3.909469, -4.080829], [-0.446190, 1.820679, -2.557662], [-1.115038, -3.095765, -0.198909], [-1.948322, 2.328799, 1.089586], [-2.233552, 3.662303, 1.159683], [-0.363286, -4.611676, -2.381607], [1.043795, -3.248805, -3.261020], [2.896480, -0.979517, 0.778953], [1.633269, -2.000544, -3.153523], [-1.335967, -2.239633, 0.851343]], "forces_ev_per_a": [[0.0, 0.3, 0.0], [0.1, -0.1, -0.1], [0.3, -0.9, -0.2], [0.0, 0.0, 0.1], [-0.1, -0.1, 0.2], [0.0, 0.0, 0.0], [0.0, 0.0, 0.0], [-0.5, 0.9, 0.0], [0.0, 0.0, 0.0], [0.0, 0.9, -0.1], [0.1, -0.2, -0.3], [0.0, 0.0, 0.0], [0.1, 0.1, 0.1], [0.0, 0.0, 0.0], [0.2, 0.0, 0.0], [-0.4, 0.1, -0.1], [0.0, 0.0, 0.0], [0.0, 0.0, 0.0], [0.0, 0.0, 0.0], [0.7, -0.6, 0.0], [0.0, -0.5, 0.0], [-0.1, 0.3, 0.1], [0.0, 0.2, 0.1], [0.0, 0.1, -0.1], [-0.2, -0.1, -0.5], [0.0, 0.0, 0.0], [0.0, 0.0, -0.1], [0.0, -0.3, 0.0], [0.0, 0.0, 0.0], [0.0, 0.1, 0.1], [0.1, -0.1, 0.0], [-0.1, 0.0, 0.1], [0.1, 0.0, 0.0], [0.0, 0.0, 0.0], [-0.2, 0.3, 0.0], [-1.2, -1.1, 0.0], [0.0, 0.0, 0.0], [0.0, -0.1, 0.1], [0.0, 0.0, 0.0], [1.3, 1.1, 0.6], [0.0, 0.0, 0.0], [0.0, 0.0, 0.0], [0.0, 0.0, 0.0], [0.0, 0.0, 0.0], [-0.1, -0.1, -0.1], [-0.1, -0.1, 0.3], [-0.2, 0.3, 0.1], [0.0, -0.3, 0.0], [0.0, 0.0, 0.0], [-0.1, -0.1, -0.1], [0.2, -0.2, 0.0], [0.1, 0.2, 0.0], [-0.1, 0.0, -0.3]], "nbo_charge": [-0.432, -0.412, -0.602, 0.403, -0.191, 0.222, 0.357, 0.067, 0.381, 0.764, 0.233, 0.200, -0.650, 0.217, -0.216, -0.320, 0.216, 0.376, 0.199, 0.079, -0.753, -0.480, -0.279, 0.369, -0.670, 0.203, 0.073, -0.629, 0.194, -0.254, -0.637, -0.828, 0.003, 0.210, -0.222, -0.429, 0.230, 0.021, 0.367, 1.428, 0.209, 0.367, 0.209, 0.207, 0.046, -0.306, 0.057, -0.323, 0.216, -0.171, 0.265, -0.245, -0.339]}

{"formula": "C19H19ClFeN5O5S2", "method": "ωB97M-V/def2-TZVPD", "gap_ev": [7.571, 7.414], "e_tot_ev": -106284.4697, "multiplicity": 5, "largest_force_ev_per_a": 0.67, "homo_ev": [-4.98, -4.83], "charge": -1, "symbols": ["H", "H", "C", "N", "O", "O", "C", "H", "C", "N", "H", "O", "H", "C", "O", "N", "C", "C", "S", "H", "H", "H", "H", "C", "C", "N", "C", "H", "C", "O", "C", "C", "N", "C", "C", "H", "C", "H", "Fe", "C", "S", "C", "H", "H", "H", "C", "C", "Cl", "H", "H", "H", "H"], "xyz": [[0.165639, 2.113040, -5.586338], [-3.326632, 0.045426, 2.448527], [0.589864, -3.284318, -0.285826], [-1.286046, 0.031627, 2.474948], [1.106560, 0.674526, -1.893015], [-1.323186, 0.357501, 1.192194], [-0.738350, -0.851641, -3.089799], [2.254929, -3.486641, -4.234439], [-2.231635, -5.142978, 2.347880], [1.064946, 2.811067, -1.096189], [2.024310, -0.516169, -5.701713], [0.826686, -2.040971, -0.149817], [0.867038, 3.758937, -1.376694], [-1.998149, -3.784442, 2.467639], [1.608334, 2.388206, -3.252653], [-0.911990, -0.015460, -4.131162], [1.234540, -0.657387, -4.978744], [-0.673583, -5.286221, 0.547129], [1.380480, 0.015266, 2.285336], [2.717003, -2.671684, -2.746828], [0.745971, 2.512924, 0.880298], [-0.144716, -5.849076, -0.210348], [-0.647426, 2.543820, -0.027413], [2.507017, -2.515298, -3.805170], [0.057189, 0.110929, -5.016447], [0.335342, 2.294402, -0.020785], [1.357002, -1.579751, -3.984488], [-1.405379, -0.959299, 6.166386], [-2.567960, -0.459625, 4.414943], [1.096356, -3.997605, -1.159863], [1.261509, 1.913404, -2.172769], [-2.478412, -0.119168, 3.095646], [0.353291, -1.676031, -3.097519], [-0.179967, -0.520958, 4.481159], [-0.090286, -0.152828, 3.117179], [0.503923, 1.001824, -6.930312], [-1.378667, -0.669539, 5.123648], [-1.790346, -6.964881, 1.313371], [0.302960, -0.092208, -0.183339], [-1.583187, -5.905884, 1.391874], [-1.783290, -0.887006, -1.754791], [-1.087401, -3.183474, 1.610500], [-3.540940, -0.567844, 4.871894], [0.484607, -2.273306, -2.284571], [3.388391, -2.127434, -4.312334], [-0.124290, 1.170711, -6.056768], [-0.413477, -3.925664, 0.654020], [-3.375761, -5.914421, 3.426280], [-1.172596, 1.240045, -6.342569], [-0.908855, -2.123835, 1.665435], [0.757670, -0.689486, 4.990967], [-2.521594, -3.206693, 3.217629]], "forces_ev_per_a": [[0.0, 0.0, 0.0], [0.0, 0.0, 0.0], [-0.2, 0.2, -0.1], [0.0, 0.2, -0.1], [0.2, 0.1, 0.2], [0.1, -0.2, 0.0], [0.0, 0.0, -0.1], [0.0, 0.0, 0.0], [0.0, 0.0, 0.0], [0.0, -0.2, 0.1], [0.0, 0.0, 0.0], [0.0, -0.3, 0.1], [0.0, 0.0, -0.1], [0.0, 0.0, 0.0], [-0.1, 0.0, 0.0], [0.0, 0.0, 0.1], [0.0, 0.1, -0.2], [0.0, -0.1, 0.0], [0.0, 0.1, -0.1], [0.0, 0.0, 0.0], [0.0, 0.0, -0.1], [0.0, 0.0, 0.0], [0.0, 0.0, 0.0], [0.0, 0.1, 0.0], [0.1, -0.1, 0.0], [-0.1, -0.1, 0.2], [0.0, -0.1, 0.1], [0.0, 0.0, 0.0], [0.0, 0.0, 0.0], [0.0, 0.0, -0.2], [0.2, 0.0, -0.1], [0.0, 0.0, 0.0], [-0.2, 0.0, 0.0], [0.1, 0.0, 0.0], [0.0, 0.0, 0.1], [0.0, 0.0, 0.0], [0.0, 0.0, 0.0], [0.0, 0.0, 0.0], [-0.3, 0.5, 0.4], [0.0, 0.0, 0.0], [0.1, 0.1, -0.1], [-0.1, 0.0, 0.0], [0.0, 0.0, 0.0], [0.1, -0.1, 0.0], [0.0, 0.0, 0.0], [0.0, 0.0, 0.1], [0.1, 0.0, 0.0], [0.0, 0.0, 0.0], [0.0, 0.0, 0.0], [0.1, 0.0, 0.0], [0.0, 0.0, 0.0], [0.0, 0.0, 0.0]], "nbo_charge": [0.264, 0.232, 0.781, -0.011, -0.880, -0.684, 0.321, 0.233, -0.012, -0.521, 0.218, -0.852, 0.365, -0.272, -0.731, -0.509, -0.349, -0.151, -0.324, 0.267, 0.378, 0.237, 0.368, -0.658, 0.345, -0.696, 0.335, 0.212, -0.298, -0.720, 0.882, 0.022, -0.554, -0.240, 0.021, 0.202, -0.192, 0.217, 1.482, -0.262, -0.313, -0.092, 0.221, 0.468, 0.218, -0.657, -0.160, -0.042, 0.227, 0.212, 0.229, 0.223]}

{"formula": "C19H19ClN2O3", "method": "ωB97M-V/def2-TZVPD", "gap_ev": 9.414, "e_tot_ev": -41657.0534, "multiplicity": 1, "largest_force_ev_per_a": 4.59, "homo_ev": -8.86, "smiles": "O=c1oc2ccc(Cl)cc2n1CN1CCC(O)(c2ccccc2)CC1", "charge": 0, "symbols": ["H", "C", "C", "O", "H", "C", "C", "H", "C", "H", "O", "H", "H", "H", "H", "C", "H", "C", "C", "H", "H", "H", "H", "H", "H", "H", "C", "N", "C", "H", "C", "O", "C", "C", "H", "C", "C", "N", "C", "C", "C", "Cl", "C", "H"], "xyz": [[3.485887, 4.279737, -3.267980], [0.269797, 3.735523, -2.311206], [2.629212, 3.776998, -2.839422], [-2.004738, 2.551305, -1.322103], [-1.698292, -1.017843, 2.944532], [0.399995, 2.568347, -1.581138], [1.222788, -2.003821, 1.682142], [0.072553, -0.045327, -1.131230], [-0.797318, 1.895856, -0.925541], [-2.902250, -0.089018, -0.663092], [-1.053279, -4.676682, 1.089761], [3.755911, 2.120194, -2.047514], [1.156273, -0.943355, 1.905575], [-0.716620, 4.208245, -2.369818], [-1.440135, 1.250978, 2.468038], [2.539154, -4.056897, 1.394462], [-1.158221, 0.314810, -2.382078], [1.678667, 1.984492, -1.513077], [0.080524, -2.737999, 1.478774], [-1.759533, -1.426891, -0.722622], [-2.659828, 1.571423, 1.293221], [1.354008, -5.863515, 1.008198], [1.196414, 5.296698, -3.480430], [0.345110, 1.627725, 0.839616], [-2.785012, 2.242650, -0.836791], [-3.023689, -1.376342, 1.884616], [-1.934677, -1.290518, 1.891423], [-1.298666, -2.523768, 1.547717], [1.371263, 4.338521, -2.946141], [-0.699796, 3.083880, 0.881518], [-1.649538, 1.196612, 1.393848], [-3.162070, -3.894376, 1.426183], [2.770408, 2.579484, -2.136374], [-0.622338, 2.046082, 0.587816], [1.844916, 1.036913, -1.025178], [-0.900003, 0.410018, -1.323751], [-1.941795, -3.703300, 1.334392], [-1.517520, -0.220208, 0.960637], [-1.874929, -0.398701, -0.460843], [0.165822, -4.099602, 1.214719], [2.450862, -2.676205, 1.625460], [3.930934, -1.723388, 1.873977], [1.372563, -4.782458, 1.147406], [3.507186, -4.566276, 1.412299]], "forces_ev_per_a": [[0.0, -0.1, -0.1], [-0.2, 0.7, -0.2], [-0.2, -0.1, 0.1], [-0.1, 0.5, -0.4], [0.3, 0.1, -0.7], [0.2, -0.3, -0.6], [0.4, 0.6, 0.2], [0.1, -0.1, -0.3], [-0.6, -0.2, 0.4], [-0.4, -0.1, 0.0], [0.1, -0.2, -0.1], [-0.3, 0.1, 0.0], [0.2, -0.2, -0.1], [0.4, -0.2, -0.1], [0.2, 0.0, -0.2], [0.2, 0.4, -0.1], [0.1, 0.1, 0.1], [0.0, 0.3, -0.4], [-0.4, -1.2, 0.0], [-0.1, -0.8, -0.2], [-0.6, 0.2, -0.3], [0.2, 0.3, -0.1], [0.3, -0.8, 0.4], [0.3, 0.2, 0.2], [0.6, -0.1, 0.0], [0.0, -0.8, -0.1], [-0.6, 1.9, 0.0], [0.7, 0.7, -0.1], [-0.8, 0.6, 0.1], [0.2, 0.3, -0.1], [1.0, -1.0, -0.2], [2.6, 0.4, -0.5], [0.1, 0.1, 0.2], [-0.8, -1.3, 0.6], [-0.1, -0.1, 0.2], [0.3, -0.1, 0.6], [-4.5, -0.2, 0.8], [0.4, 0.2, 0.2], [0.4, 1.1, 0.8], [2.2, -0.5, -0.2], [0.1, -0.1, 0.0], [-0.8, -0.6, -0.1], [-0.6, 0.1, 0.4], [-0.4, 0.3, -0.1]], "nbo_charge": [0.215, -0.242, -0.226, -0.736, 0.198, 0.053, -0.282, 0.208, 0.212, 0.163, -0.420, 0.214, 0.247, 0.235, 0.207, -0.245, 0.229, -0.235, 0.174, 0.211, 0.161, 0.239, 0.214, 0.212, 0.475, 0.214, -0.034, -0.443, -0.191, 0.225, -0.216, -0.616, -0.209, -0.415, 0.208, -0.415, 0.865, -0.473, -0.221, 0.240, -0.001, -0.013, -0.226, 0.239]}